No. 1
{
  "formula": "C8H8F3NO3",
  "method": "ωB97M-V/def2-TZVPD",
  "total_charge": 0,
  "spin_multiplicity": 1,
  "homo_ev": -7.80,
  "smiles": "O=C(O)[C@]1(F)C[C@@H]2CC(F)=C(O)N[C@@]21F",
  "lumo_energy_ha": 0.0211,
  "relative_energy_ev": 0.929,
  "max_force_ha_per_bohr": 0.1119,
  "homo_lumo_gap_ev": 8.37,
  "e_tot_ha": -889.64455,
  "symbols": ["O", "C", "O", "C", "F", "C", "C", "C", "C", "F", "C", "O", "N", "C", "F", "H", "H", "H", "H", "H", "H", "H", "H"],
  "coordinates": [[-0.4175, 2.7035, 0.8363], [-0.5895, 1.5438, 1.1378], [0.1019, 0.9065, 2.0487], [-1.6854, 0.6385, 0.5138], [-3.0385, 1.2031, 0.5861], [-1.5788, -0.8911, 0.7685], [-0.7311, -0.9929, -0.5163], [0.8938, -0.8785, -0.3229], [1.4532, 0.5308, -0.4586], [2.5958, 0.7241, 0.3325], [0.8659, 1.5306, -1.2138], [1.5637, 2.6356, -1.2993], [-0.4163, 1.2447, -1.6829], [-1.3125, 0.3387, -1.0346], [-2.2822, 0.1154, -1.9186], [0.9120, 1.4129, 2.2263], [-2.4502, -1.3531, 0.5306], [-1.3282, -1.4270, 1.6807], [-0.9368, -1.8543, -1.1342], [1.1520, -1.2143, 0.6765], [1.4412, -1.4625, -1.0495], [1.0733, 3.3906, -1.6868], [-0.7331, 1.8980, -2.4098]]
}


No. 2
{
  "formula": "C10H11N2",
  "method": "ωB97M-V/def2-TZVPD",
  "total_charge": 1,
  "spin_multiplicity": 1,
  "homo_ev": -11.85,
  "lumo_energy_ha": -0.1331,
  "relative_energy_ev": 5.167,
  "max_force_ha_per_bohr": 0.1093,
  "homo_lumo_gap_ev": 8.23,
  "e_tot_ha": -496.73876,
  "symbols": ["C", "C", "C", "C", "C", "C", "C", "C", "C", "C", "N", "N", "H", "H", "H", "H", "H", "H", "H", "H", "H", "H", "H"],
  "coordinates": [[-1.4976, -1.3592, 0.5320], [-2.4762, -0.7064, 1.0397], [1.8881, 1.9324, 0.2407], [0.6746, 1.2893, 0.3320], [2.8722, 0.9030, 0.0675], [0.8383, -0.1030, 0.2182], [-0.6191, -2.3931, 0.3708], [-0.1005, -1.0929, 0.3491], [2.9986, -1.5053, -0.2345], [-3.4307, 0.6096, -0.6511], [2.1947, -0.2904, -0.0001], [-3.2604, 0.2077, 0.7759], [1.9956, 2.9982, 0.1145], [-0.3141, 1.6928, 0.3076], [3.8643, 0.8446, -0.1188], [-0.4571, -3.3452, 0.0454], [4.0641, -1.3049, -0.0977], [2.6449, -2.2681, 0.5151], [2.7930, -1.9298, -1.2346], [-2.8285, 1.5415, -0.6279], [-3.1910, -0.0185, -1.4172], [-4.5078, 0.7629, -0.7069], [-3.8509, 0.8147, 1.4407]]
}


No. 3
{
  "formula": "C4H7N2",
  "method": "ωB97M-V/def2-TZVPD",
  "total_charge": 1,
  "spin_multiplicity": 1,
  "homo_ev": -13.93,
  "smiles": "NC(=[NH2+])C1=CC1",
  "lumo_energy_ha": -0.1686,
  "relative_energy_ev": 3.612,
  "max_force_ha_per_bohr": 0.0952,
  "homo_lumo_gap_ev": 9.34,
  "e_tot_ha": -265.77575,
  "symbols": ["N", "C", "N", "C", "C", "C", "H", "H", "H", "H", "H", "H", "H"],
  "coordinates": [[0.9378, -1.4478, 0.8515], [0.7619, -0.1808, 0.5433], [1.4711, 0.8677, 0.7183], [-0.3548, 0.1327, -0.3293], [-1.4015, -0.5373, -0.8740], [-1.4084, 0.9581, -1.0204], [0.3130, -2.1782, 0.7562], [1.7650, -1.6979, 1.3674], [1.2447, 1.5257, 0.0126], [2.1171, 0.9646, 1.4604], [-1.9936, -1.5216, -1.1054], [-1.2641, 1.4810, -1.9621], [-2.1882, 1.6337, -0.4183]]
}


No. 4
{
  "formula": "C3H4BrNS",
  "method": "ωB97M-V/def2-TZVPD",
  "total_charge": 0,
  "spin_multiplicity": 1,
  "homo_ev": -9.80,
  "smiles": "c1cnsc1.Br",
  "lumo_energy_ha": 0.0264,
  "relative_energy_ev": 0.274,
  "max_force_ha_per_bohr": 0.1013,
  "homo_lumo_gap_ev": 10.52,
  "e_tot_ha": -3143.64189,
  "symbols": ["C", "C", "N", "S", "C", "H", "H", "H", "Br", "H"],
  "coordinates": [[-0.5292, -1.1776, -0.4039], [-0.8532, 0.2089, -0.5109], [-1.5184, 0.6922, 0.5241], [-1.6932, -0.4184, 1.7341], [-0.8515, -1.6057, 0.8727], [-0.1214, -1.6108, -1.2707], [-0.6512, 0.7578, -1.3228], [-0.7662, -2.6335, 1.1694], [1.5617, 4.1289, 2.3636], [1.3575, 2.8377, 1.8258]]
}


No. 5
{
  "formula": "C10H9CsF6N5O4S3",
  "method": "ωB97M-V/def2-TZVPD",
  "total_charge": -1,
  "spin_multiplicity": 1,
  "homo_ev": -4.55,
  "lumo_energy_ha": 0.0819,
  "relative_energy_ev": 0.021,
  "max_force_ha_per_bohr": 0.0112,
  "homo_lumo_gap_ev": 6.77,
  "e_tot_ha": -2775.23802,
  "symbols": ["Cs", "C", "C", "N", "N", "C", "N", "S", "C", "C", "C", "C", "C", "N", "H", "H", "H", "H", "H", "H", "H", "H", "H", "F", "C", "F", "F", "S", "O", "O", "N", "S", "O", "O", "C", "F", "F", "F"],
  "coordinates": [[-0.2511, -0.4225, 0.0432], [-3.4161, 4.2742, -0.1106], [-2.4235, 3.1458, -0.0049], [-2.7560, 1.9000, 0.0954], [-4.0847, 1.6625, 0.0838], [-4.4676, 0.4092, 0.2853], [-5.8401, 0.2953, 0.2955], [-3.5875, -1.0284, 0.5808], [-0.9876, 3.4992, -0.0069], [-0.5858, 4.8409, -0.0333], [0.7611, 5.1563, -0.0375], [1.6964, 4.1359, -0.0169], [1.2183, 2.8341, 0.0089], [-0.0727, 2.5197, 0.0141], [-4.4173, 3.8597, -0.1424], [-3.2434, 4.8680, -1.0124], [-3.3406, 4.9486, 0.7472], [-6.3427, 1.0544, -0.1348], [-6.1913, -0.6373, 0.1691], [-1.3226, 5.6296, -0.0493], [1.0748, 6.1931, -0.0585], [2.7599, 4.3299, -0.0240], [1.9144, 1.9993, 0.0211], [3.7401, -2.6436, 1.5098], [4.5996, -1.9396, 0.7769], [5.5426, -2.7640, 0.3206], [5.1831, -1.0344, 1.5694], [3.7529, -1.0772, -0.6172], [2.7217, -0.3069, 0.0391], [4.8124, -0.3742, -1.2718], [3.2309, -2.2198, -1.5472], [1.9227, -3.0770, -1.4062], [1.1262, -3.0074, -2.5949], [1.2508, -2.9915, -0.1355], [2.6571, -4.7652, -1.4336], [1.6819, -5.6717, -1.3152], [3.5108, -4.9329, -0.4215], [3.3054, -4.9898, -2.5762]]
}


No. 6
{
  "formula": "C29H53FO11S",
  "method": "ωB97M-V/def2-TZVPD",
  "total_charge": 0,
  "spin_multiplicity": 1,
  "homo_ev": -8.90,
  "smiles": "C#C[C@]1(CCCCCOC)OS(=O)(=O)O[C@]1(COCCOCC)[C@@H](C)F.CC(C)=O.CC(C)=O.CC(C)=O.CC(C)=O",
  "lumo_energy_ha": 0.0258,
  "relative_energy_ev": 3.004,
  "max_force_ha_per_bohr": 0.0275,
  "homo_lumo_gap_ev": 9.60,
  "e_tot_ha": -2462.30884,
  "symbols": ["C", "C", "C", "C", "C", "C", "C", "C", "O", "C", "O", "S", "O", "O", "O", "C", "C", "O", "C", "C", "O", "C", "C", "C", "C", "F", "H", "H", "H", "H", "H", "H", "H", "H", "H", "H", "H", "H", "H", "H", "H", "H", "H", "H", "H", "H", "H", "H", "H", "H", "H", "H", "H", "H", "H", "C", "C", "C", "O", "H", "H", "H", "H", "H", "H", "C", "C", "C", "O", "H", "H", "H", "H", "H", "H", "C", "C", "C", "O", "H", "H", "H", "H", "H", "H", "C", "C", "C", "O", "H", "H", "H", "H", "H", "H"],
  "coordinates": [[-2.3061, -1.2086, 0.8737], [-2.1420, -0.0447, 0.6590], [-2.0391, 1.4030, 0.6352], [-2.7958, 1.9220, 1.9129], [-4.3041, 1.8124, 1.7071], [-5.1210, 1.5631, 2.9926], [-4.5676, 0.4736, 3.9140], [-5.5420, 0.2016, 5.0975], [-4.9273, 0.4669, 6.3450], [-3.9907, -0.5341, 6.7222], [-2.6921, 2.0184, -0.5136], [-2.2679, 3.5748, -0.5440], [-2.0294, 3.8630, -1.9161], [-3.1686, 4.4417, 0.1251], [-0.9340, 3.3946, 0.3071], [-0.6048, 1.9743, 0.4739], [0.2517, 1.8252, 1.7464], [1.2934, 0.8851, 1.6595], [1.0290, -0.3921, 2.2383], [1.6673, -1.5090, 1.3988], [0.8305, -2.6499, 1.2945], [0.4897, -2.9544, -0.0669], [-0.4574, -4.1484, -0.1062], [0.0997, 1.6337, -0.8619], [1.2606, 2.5877, -1.1187], [0.4974, 0.3082, -0.8927], [-2.2247, -2.2167, 1.2173], [-2.4434, 1.2907, 2.7276], [-2.4773, 2.9364, 2.1535], [-4.5710, 1.0343, 0.9917], [-4.6689, 2.7452, 1.2761], [-6.1063, 1.2144, 2.6613], [-5.3011, 2.4973, 3.5293], [-4.3917, -0.4586, 3.3751], [-3.6395, 0.8545, 4.3420], [-6.4057, 0.8584, 5.0028], [-5.8718, -0.8418, 5.0366], [-4.3599, -1.0502, 7.6132], [-3.8152, -1.2671, 5.9340], [-3.0588, -0.0336, 6.9920], [-0.3613, 1.6566, 2.6332], [0.7352, 2.7966, 1.8895], [1.5372, -0.4137, 3.2108], [-0.0271, -0.5837, 2.4236], [1.9275, -1.1493, 0.4023], [2.6030, -1.8116, 1.8805], [1.3763, -3.1050, -0.6870], [-0.0673, -2.0899, -0.4424], [-0.5242, -4.6061, 0.8823], [-0.1695, -4.8879, -0.8513], [-1.4695, -3.8322, -0.3568], [-0.6065, 1.7655, -1.6820], [1.9865, 2.1803, -1.8214], [1.7453, 2.9225, -0.2025], [0.8776, 3.4942, -1.5911], [5.2849, 4.2238, -2.1952], [5.3092, 2.7346, -2.4259], [6.6465, 2.1053, -2.7389], [4.2995, 2.0711, -2.3642], [4.2696, 4.5417, -1.9808], [5.9229, 4.4811, -1.3476], [5.6349, 4.7478, -3.0840], [7.3401, 2.2736, -1.9137], [7.0585, 2.5392, -3.6512], [6.5189, 1.0343, -2.8819], [3.7700, -5.6934, -1.0397], [3.3314, -4.8160, -2.1872], [4.3317, -4.5783, -3.2920], [2.2274, -4.3251, -2.2165], [2.9590, -5.7787, -0.3192], [4.0262, -6.6886, -1.4068], [4.6390, -5.2557, -0.5459], [4.6113, -5.5270, -3.7530], [5.2237, -4.0947, -2.8907], [3.8890, -3.9334, -4.0476], [3.9288, 7.7875, -5.1922], [3.3054, 7.3151, -3.9010], [1.8208, 7.5294, -3.7391], [3.9658, 6.7875, -3.0361], [4.9954, 7.5738, -5.1792], [3.4729, 7.2706, -6.0380], [3.7837, 8.8628, -5.3054], [1.2786, 7.0020, -4.5254], [1.5891, 8.5943, -3.7927], [1.5025, 7.1460, -2.7724], [-3.3426, -8.1502, 0.9418], [-3.2750, -7.1130, -0.1539], [-3.6611, -7.5597, -1.5436], [-2.9273, -5.9784, 0.0703], [-3.0406, -7.6998, 1.8847], [-4.3623, -8.5265, 1.0380], [-2.6717, -8.9798, 0.7134], [-4.6939, -7.9117, -1.5497], [-3.0032, -8.3651, -1.8738], [-3.5680, -6.7220, -2.2310]]
}


No. 7
{
  "formula": "C13H14OSi",
  "method": "ωB97M-V/def2-TZVPD",
  "total_charge": 0,
  "spin_multiplicity": 1,
  "homo_ev": -9.26,
  "smiles": "O=[SiH]c1ccccc1.Cc1ccccc1",
  "lumo_energy_ha": -0.0082,
  "relative_energy_ev": 0.320,
  "max_force_ha_per_bohr": 0.0804,
  "homo_lumo_gap_ev": 9.03,
  "e_tot_ha": -868.45277,
  "symbols": ["O", "Si", "C", "C", "C", "C", "C", "C", "H", "H", "H", "H", "H", "H", "C", "C", "C", "C", "C", "C", "C", "H", "H", "H", "H", "H", "H", "H", "H"],
  "coordinates": [[-2.9975, 1.6297, -0.5114], [-1.8486, 0.6962, -0.1957], [-2.2191, -0.9955, 0.3888], [-3.5638, -1.4026, 0.4000], [-3.9682, -2.6081, 0.9360], [-2.9832, -3.5235, 1.2792], [-1.6617, -3.2332, 1.1721], [-1.3079, -1.9657, 0.7691], [-0.4845, 1.1305, -0.4962], [-4.1711, -0.4809, 0.2146], [-5.0089, -2.8450, 0.9637], [-3.3808, -4.3963, 1.7815], [-0.8747, -3.9468, 1.5202], [-0.2788, -1.6422, 0.6542], [2.6929, 2.1994, -2.6820], [2.4883, 1.7217, -1.2761], [2.3646, 0.4110, -0.9122], [2.1037, 0.0042, 0.4132], [2.1398, 1.0172, 1.3964], [2.2110, 2.3587, 1.0624], [2.4566, 2.6989, -0.2447], [2.7181, 1.3432, -3.3165], [1.9395, 3.0197, -2.9121], [3.5869, 2.7248, -2.8622], [2.3831, -0.3660, -1.6478], [1.7713, -1.0922, 0.4905], [1.6219, 0.6004, 2.2944], [2.0282, 3.1403, 1.7831], [2.2430, 3.8022, -0.4624]]
}


No. 8
{
  "formula": "C32H64BrF4N4O9",
  "method": "ωB97M-V/def2-TZVPD",
  "total_charge": 1,
  "spin_multiplicity": 1,
  "homo_ev": -10.65,
  "lumo_energy_ha": -0.2369,
  "max_force_ha_per_bohr": 0.2103,
  "homo_lumo_gap_ev": 4.21,
  "e_tot_ha": -5126.54571,
  "symbols": ["C", "C", "O", "O", "C", "N", "C", "N", "N", "C", "Br", "C", "C", "C", "F", "F", "F", "C", "C", "C", "C", "C", "C", "O", "C", "O", "N", "C", "O", "F", "H", "H", "H", "H", "H", "H", "H", "H", "H", "H", "H", "H", "H", "H", "H", "H", "H", "H", "H", "H", "H", "H", "H", "H", "C", "C", "O", "C", "C", "H", "H", "H", "H", "H", "H", "H", "H", "H", "H", "C", "C", "O", "C", "C", "H", "H", "H", "H", "H", "H", "H", "H", "H", "H", "C", "C", "O", "C", "C", "H", "H", "H", "H", "H", "H", "H", "H", "H", "H", "C", "C", "O", "C", "C", "H", "H", "H", "H", "H", "H", "H", "H", "H", "H"],
  "coordinates": [[-0.5280, -0.5596, -3.7222], [0.3680, -1.6390, -4.6283], [-0.1664, -2.8601, -4.9058], [1.7532, -1.3021, -5.0917], [2.6046, -1.9903, -4.0652], [3.9294, -1.3000, -3.8683], [5.1107, -2.2392, -3.8941], [5.3320, -3.1451, -4.9396], [6.2099, -2.2531, -2.8116], [6.6754, -0.8171, -2.7273], [7.6824, -0.4714, -4.4672], [7.8142, -0.6678, -1.5370], [7.2094, -0.7297, -0.0135], [7.1794, 0.7142, 0.7742], [5.8877, 0.9732, 1.4997], [7.4240, 1.8950, -0.0902], [8.2235, 0.6247, 1.8599], [5.4822, 0.3034, -2.6586], [3.9493, -0.3356, -2.7114], [2.8961, 0.9122, -3.0526], [3.3977, 2.3669, -2.4768], [2.1336, 3.4078, -2.6330], [2.4248, 4.7045, -3.5937], [3.7616, 5.3031, -3.4435], [3.6704, -0.9847, -1.2352], [3.6707, -0.1250, -0.1850], [3.3792, -2.4329, -0.9152], [1.9816, -2.6519, -0.3792], [1.5969, -2.1156, 0.8078], [1.0250, -3.4972, -1.1821], [-0.1149, -0.6808, -2.6145], [-1.6678, -0.8250, -3.6876], [-0.3199, 0.5522, -4.0253], [2.7323, -3.0992, -4.4851], [1.9321, -2.0837, -3.1137], [4.8299, -4.0556, -5.0352], [6.0268, -2.8010, -5.6692], [5.8322, -2.6151, -1.9053], [8.5300, -1.6161, -1.6529], [8.5131, 0.2688, -1.7448], [7.9336, -1.4537, 0.5997], [6.1394, -1.2236, 0.0700], [5.5641, 1.0025, -3.6215], [5.6336, 0.9116, -1.6502], [2.8860, 1.0176, -4.2417], [1.7848, 0.6674, -2.7036], [4.2419, 2.7465, -3.2306], [3.8247, 2.2978, -1.3703], [1.2429, 2.8061, -3.1518], [1.7574, 3.6854, -1.5579], [1.6445, 5.5556, -3.2949], [2.1824, 4.4660, -4.7363], [4.2237, 5.1009, -4.3312], [3.6214, -3.0844, -1.6930], [-7.1127, 1.8660, -2.9641], [-6.0969, 1.2613, -3.9176], [-4.7771, 1.2161, -3.3828], [-4.5921, 0.4287, -2.2096], [-4.9063, -1.0426, -2.4153], [-6.7684, 2.8373, -2.5952], [-8.0764, 1.9978, -3.4645], [-7.2736, 1.2237, -2.0925], [-6.0464, 1.8863, -4.8148], [-6.4085, 0.2658, -4.2495], [-5.1685, 0.8444, -1.3766], [-3.5361, 0.5254, -1.9349], [-5.9738, -1.2012, -2.5947], [-4.6263, -1.6216, -1.5305], [-4.3676, -1.4360, -3.2836], [-4.1720, -1.2215, 2.4333], [-3.9245, 0.1793, 1.9008], [-5.0945, 0.9921, 1.8842], [-5.7053, 1.2547, 3.1446], [-4.8036, 2.0083, 4.1061], [-5.0112, -1.6923, 1.9117], [-3.2809, -1.8428, 2.3050], [-4.4175, -1.2053, 3.4998], [-3.5860, 0.1023, 0.8627], [-3.1216, 0.6773, 2.4534], [-6.0722, 0.3249, 3.5915], [-6.5883, 1.8696, 2.9389], [-3.9545, 1.3945, 4.4209], [-5.3576, 2.2982, 5.0037], [-4.3977, 2.9081, 3.6321], [7.3416, -2.2923, 7.2739], [7.6932, -2.7880, 5.8819], [6.5984, -2.7388, 4.9716], [6.0523, -1.4506, 4.7015], [7.0456, -0.4967, 4.0619], [6.4488, -2.7998, 7.6525], [8.1709, -2.4706, 7.9646], [7.1318, -1.2181, 7.2738], [7.9913, -3.8389, 5.9516], [8.5533, -2.2474, 5.4743], [5.6200, -1.0214, 5.6113], [5.2202, -1.6064, 4.0063], [7.8475, -0.2307, 4.7569], [6.5471, 0.4280, 3.7569], [7.5132, -0.9554, 3.1844], [-9.7609, 1.1713, 1.8758], [-9.6654, 0.2159, 3.0527], [-9.9095, 0.8415, 4.3093], [-11.2002, 1.4163, 4.4943], [-12.3284, 0.4031, 4.4149], [-9.1359, 2.0545, 2.0412], [-9.4399, 0.6769, 0.9544], [-10.7876, 1.5205, 1.7276], [-8.6464, -0.1812, 3.0970], [-10.3287, -0.6446, 2.9194], [-11.3559, 2.2390, 3.7888], [-11.2004, 1.8617, 5.4952], [-12.4332, 0.0014, 3.4027], [-13.2800, 0.8667, 4.6908], [-12.1373, -0.4427, 5.0835]]
}